Record 1
The following is a quantum chemistry calculation of an isolated molecule of C2H4N2O2S2 in a non-equilibrium geometry, from OMol25.

Geometry as XYZ:
```
12
Properties=species:S:1:pos:R:3:forces:R:3
S 1.10342 1.45573 -0.58941 -0.5 0.2 -0.2
S 3.69980 0.02951 0.61029 -2.7 0.1 -1.6
O 1.40150 2.08916 -1.83243 -0.2 -0.2 0.0
O 1.35598 2.15881 0.63045 0.0 -0.2 0.2
N 1.93490 -0.00541 -0.44304 2.8 0.8 2.9
N 1.86039 -1.67367 -2.23411 0.0 -0.5 -0.6
C 1.94101 -0.87333 -1.41468 -0.1 -0.5 -0.6
C -0.56310 0.77803 -0.61773 0.7 0.3 0.0
H 3.21663 1.08902 1.28267 0.1 0.0 0.1
H -0.59284 0.02652 -1.39725 0.0 -0.1 -0.1
H -1.24649 1.58717 -0.84117 0.0 0.2 -0.1
H -0.76620 0.34672 0.35351 0.0 0.0 0.1
```
Positions in Å, forces in eV/Å.

Output
DFT total energy = -1134.88271 a.u.
Kohn-Sham gap = 8.3 eV
2S+1 = 1
ΔE to the lowest compared entry with this formula, charge and spin = 46.7 kcal per mole
SMILES = CS(=O)(=O)N(S)C#N
HOMO = -10.23 eV



Record 2
The following is a quantum chemistry calculation of a cluster of 2 separate species, C2H4N2O3 in total in a non-equilibrium geometry, from OMol25.

Geometry as XYZ:
```
11
Properties=species:S:1:pos:R:3:forces:R:3
O -0.17958 -1.74029 0.06161 -0.2 0.0 0.7
O 1.49212 -0.49916 -0.76599 0.4 0.2 0.9
O 0.26309 2.04351 1.32499 0.2 2.6 0.5
N 0.74356 1.11629 1.85604 -1.2 -3.1 -1.8
N 0.93461 0.01115 1.96947 1.2 0.8 2.0
C -0.84347 0.42139 -0.94759 1.8 -2.2 1.5
C 0.37094 -0.58929 -0.35256 -2.1 1.0 -3.9
H -1.23734 -0.25129 -1.70884 -0.1 0.2 -0.1
H -1.60923 0.57113 -0.20145 -0.1 0.2 0.1
H -0.44640 1.33367 -1.37628 0.2 -0.1 0.2
H 0.51170 -2.41712 0.14060 0.1 0.2 0.0
```
Positions in Å, forces in eV/Å.

Output
DFT total energy = -413.75498 a.u.
Kohn-Sham gap = 10.4 eV
2S+1 = 1
ΔE to the lowest compared entry with this formula, charge and spin = 85.8 kcal per mole
SMILES = N#[N+][O-].CC(=O)O
HOMO = -10.44 eV



Record 3
The following is a quantum chemistry calculation of a structure of composition C2H4N2O3 in a non-equilibrium geometry, from OMol25.

Geometry as XYZ:
```
11
Properties=species:S:1:pos:R:3:forces:R:3
O -1.96547 0.52877 0.08343 0.6 1.1 -1.8
O -0.24350 -0.88504 -0.65992 -0.8 3.5 2.2
O 2.21395 -0.28894 0.42322 0.0 -0.2 -6.6
N 1.40410 0.77115 -0.42930 5.2 3.5 4.4
N -0.81443 1.29750 -0.10536 1.3 0.0 1.1
C -1.42601 -0.72962 0.15403 0.0 -1.9 3.3
C 0.14524 0.46253 -0.32588 -4.3 -1.9 -1.0
H -1.15575 -0.82570 1.40309 -0.4 -0.5 -3.5
H 2.53236 -0.70604 -0.58160 -0.8 1.1 4.8
H -2.17921 -1.31157 -0.28842 -0.8 -1.8 0.3
H 1.48872 1.68695 0.32671 0.0 -3.0 -3.2
```
Positions in Å, forces in eV/Å.

Output
DFT total energy = -413.60980 a.u.
Kohn-Sham gap = 9.6 eV
2S+1 = 1
ΔE to the lowest compared entry with this formula, charge and spin = 176.9 kcal per mole
HOMO = -9.26 eV



Record 4
The following is a quantum chemistry calculation of an isolated molecule of C2H4N2O4, from OMol25.

Geometry as XYZ:
```
12
Properties=species:S:1:pos:R:3:forces:R:3
O 1.48449 0.77613 1.02513 -0.1 -0.2 0.1
O 2.08787 -0.92452 -0.72620 -0.6 -0.3 0.0
O -2.05297 -1.13880 0.25354 0.1 -0.3 0.1
O -0.29273 1.70522 -0.67946 0.0 0.1 -0.2
N 0.97051 -1.14465 -0.35963 0.9 0.1 -0.3
N -1.83240 0.15224 -0.17839 0.0 0.2 0.0
C 0.50091 -0.08594 0.62237 0.1 -0.4 0.9
C -0.58201 0.66360 -0.13483 0.1 0.1 0.1
H -2.60989 -1.01670 1.02677 -0.2 -0.2 0.2
H 1.56540 1.42528 0.31504 0.1 0.3 -0.1
H 0.14305 -0.67680 1.48331 0.0 0.3 -0.4
H -2.39198 0.40485 -0.96838 -0.3 0.2 -0.3
```
Positions in Å, forces in eV/Å.

Output
DFT total energy = -488.95157 a.u.
Kohn-Sham gap = 9.2 eV
2S+1 = 1
ΔE to the lowest compared entry with this formula, charge and spin = 76.3 kcal per mole
SMILES = O=N[C@@H](O)C(=O)NO
HOMO = -9.38 eV



Record 5
The following is a quantum chemistry calculation of an isolated molecule of C2H4N2O6 in a non-equilibrium geometry, from OMol25.

Geometry as XYZ:
```
14
Properties=species:S:1:pos:R:3:forces:R:3
O -1.05670 -1.17738 -1.38677 -0.2 -1.3 1.4
O -1.09826 1.64153 -1.18602 0.6 0.0 -0.1
O 2.25222 -0.39898 0.16177 -1.3 0.6 -0.1
O -0.81308 -2.07022 0.66052 -0.7 -0.1 -1.6
O -0.10816 0.14119 1.69306 -1.2 -0.8 -0.1
O -2.14092 1.30113 0.66372 0.4 -0.1 -0.2
N -0.80626 -1.20004 -0.18971 0.7 0.6 0.4
N -1.20482 1.11884 -0.10605 -2.6 1.4 -0.1
C -0.24235 0.12547 0.34617 3.2 -0.1 0.3
C 1.16775 0.35808 -0.41477 0.9 1.1 0.0
H 2.46056 -1.04737 -0.51262 0.3 -0.3 0.2
H 1.51167 1.54084 -0.39481 -1.4 -3.1 -0.2
H 1.02334 -0.08929 -1.43508 -0.2 1.4 0.7
H -0.94499 -0.24380 2.10058 1.4 0.7 -0.6
```
Positions in Å, forces in eV/Å.

Output
DFT total energy = -639.32653 a.u.
Kohn-Sham gap = 10.5 eV
2S+1 = 1
ΔE to the lowest compared entry with this formula, charge and spin = 0.0 kcal per mole
SMILES = O=[N+]([O-])C(O)(CO)[N+](=O)[O-]
HOMO = -11.46 eV



Record 6
The following is a quantum chemistry calculation of a cluster of 2 separate species, C2H4N2OS in total in a non-equilibrium geometry, from OMol25.

Geometry as XYZ:
```
10
Properties=species:S:1:pos:R:3:forces:R:3
S -2.33558 0.20511 0.35726 -0.5 -0.9 2.3
O -2.63264 1.22355 -0.58265 -0.3 1.3 -1.6
N 0.29262 -0.16124 0.17204 -1.1 0.5 -0.2
N -2.60632 -1.23767 0.02612 0.3 0.0 -0.5
C 2.67103 0.50681 0.32840 2.2 1.8 -0.5
C 1.46866 0.07758 0.17700 -0.4 -0.1 -0.1
H 3.18497 0.27117 1.26949 0.0 0.0 -0.8
H -2.88458 -1.38864 -0.94418 -0.2 -0.2 0.0
H 3.08884 1.29269 -0.41149 -0.8 -1.5 1.5
H -0.24701 -0.78937 -0.39199 0.6 -1.0 -0.1
```
Positions in Å, forces in eV/Å.

Output
DFT total energy = -661.44720 a.u.
Kohn-Sham gap = 9.1 eV
2S+1 = 1
ΔE to the lowest compared entry with this formula, charge and spin = 86.8 kcal per mole
HOMO = -9.15 eV



Record 7
The following is a quantum chemistry calculation of an isolated molecule of C2H4N2OS in a non-equilibrium geometry, from OMol25.

Geometry as XYZ:
```
10
Properties=species:S:1:pos:R:3:forces:R:3
S -2.90770 -0.56687 -0.00624 -0.3 -1.7 0.4
O 2.22807 -1.21868 -0.16537 0.0 0.3 0.4
N 0.75266 0.52085 0.01047 1.4 -0.7 0.2
N -1.47220 0.19725 -0.18186 0.5 1.3 -0.2
C -0.34728 -0.26996 0.10068 -0.3 -0.8 -0.1
C 2.02129 -0.04520 0.03355 -0.8 -0.4 -0.6
H -3.59952 0.51147 -0.20366 -0.8 0.9 -0.2
H 2.79085 0.67160 0.24914 0.7 0.5 0.0
H -0.06057 -1.25096 0.42859 -0.4 -0.7 0.2
H 0.59440 1.45050 -0.26530 0.1 1.4 -0.1
```
Positions in Å, forces in eV/Å.

Output
DFT total energy = -661.52207 a.u.
Kohn-Sham gap = 9.4 eV
2S+1 = 1
ΔE to the lowest compared entry with this formula, charge and spin = 39.8 kcal per mole
SMILES = O=CN/C=N/S
HOMO = -8.52 eV



Record 8
The following is a quantum chemistry calculation of a structure of composition C2H4N2OS2 in a non-equilibrium geometry, from OMol25.

Geometry as XYZ:
```
11
Properties=species:S:1:pos:R:3:forces:R:3
S 2.29471 -0.77571 -0.12223 0.1 -0.6 0.2
S -0.70008 -0.91819 0.32487 2.7 1.5 0.2
O -0.23434 2.02790 0.10412 -0.9 1.6 1.1
N -1.79208 -0.15377 -0.70858 -3.8 -0.9 2.4
N 0.96148 1.37104 -0.01305 0.2 1.9 -1.1
C -2.96066 -0.27742 -0.07127 1.1 -0.1 0.7
C 0.89293 0.04252 0.08097 0.8 -1.3 -0.9
H -3.89432 -0.31647 -0.72669 1.1 0.5 1.2
H -3.03892 -0.48088 1.30264 0.2 0.4 -4.5
H -0.11049 2.55110 0.92542 -0.5 -0.3 -0.6
H 1.62513 2.01399 -0.58331 -1.0 -2.6 1.3
```
Positions in Å, forces in eV/Å.

Output
DFT total energy = -1059.55727 a.u.
Kohn-Sham gap = 8.4 eV
2S+1 = 1
ΔE to the lowest compared entry with this formula, charge and spin = 116.7 kcal per mole
HOMO = -8.35 eV